# C33H86Cl6O30S10

A cluster of 13 separate species, C33H86Cl6O30S10 in total (wB97M-V/def2-TZVPD, OMol25).

LUMO	0.26	eV
total energy	-10309.01200	hartree
spin multiplicity	1
HOMO-LUMO gap	10.85	eV
total charge	0
highest occupied orbital energy	-10.584	eV

Element x y z (Å)
Cl1 -0.25 -2.69 -3.74
Cl2 -1.94 -5.15 3.56
Cl3 -3.35 0.25 4.54
Cl4 0.26 -4.48 -5.99
Cl5 -3.99 -3.55 2.24
Cl6 -4.14 2.87 3.23
S1 2.51 -3.26 -0.26
S2 5.56 -1.63 3.12
S3 -1.54 4.34 -1.59
S4 1.42 0.72 5.56
S5 0.95 5.04 3.29
S6 2.14 1.93 -4.53
S7 -5.84 -2.76 -5.69
S8 -3.36 -4.37 -1.96
S9 0.24 0.18 1.32
S10 -4.04 1.07 -1.77
O1 1.18 1.37 0.98
O2 -4.21 -5.44 -1.25
O3 -6.23 -2.15 -6.91
O4 -1.23 3.39 -0.53
O5 3.84 -3.43 0.58
O6 6.44 -0.65 3.95
O7 3.32 0.95 -4.80
O8 2.38 -1.89 -0.57
O9 2.42 -4.09 -1.45
O10 -4.45 -2.15 -5.22
O11 -6.69 -2.68 -4.54
O12 -3.13 -4.73 -3.35
O13 -2.85 4.89 -1.62
O14 -0.82 0.81 2.07
O15 1.00 -0.81 2.01
O16 2.09 2.38 -3.18
O17 -2.90 0.27 -2.22
O18 5.08 -2.63 4.04
O19 -5.41 0.62 -1.96
O20 1.79 4.99 2.08
O21 2.80 0.74 6.02
O22 0.44 6.32 3.70
O23 1.06 1.58 4.45
O24 0.44 0.92 6.79
O25 2.07 2.88 -5.63
O26 1.73 4.41 4.47
O27 -2.17 -4.31 -1.14
O28 6.29 -2.11 2.03
O29 -3.81 2.50 -2.50
O30 -0.52 5.51 -1.47
C1 0.47 -4.25 -4.26
C2 3.89 -5.46 1.94
C3 0.78 0.83 -4.76
C4 3.21 4.33 4.38
C5 1.71 6.45 -1.32
C6 -2.86 -4.91 2.00
C7 5.95 1.31 5.29
C8 0.05 2.35 7.05
C9 -0.38 3.97 3.02
C10 3.79 5.34 5.41
C11 2.25 1.21 0.03
C12 -4.57 4.05 -4.11
C13 1.06 3.04 7.88
C14 -2.95 1.96 4.19
C15 3.23 2.32 0.40
C16 4.21 -0.60 2.57
C17 -3.45 -1.84 -6.20
C18 -1.03 3.68 -3.21
C19 -5.40 -4.47 -6.00
C20 4.50 -4.68 0.76
C21 0.74 -0.85 5.17
C22 -2.83 -0.50 -5.91
C23 -3.73 1.52 -0.05
C24 -4.31 -2.94 -1.91
C25 -0.45 -0.40 -0.14
C26 5.85 -0.17 5.23
C27 -4.70 -7.59 -2.26
C28 3.53 -1.25 -3.77
C29 1.21 -3.83 0.81
C30 -5.09 3.18 -2.99
C31 -5.27 -6.24 -1.95
C32 0.91 5.17 -1.37
C33 3.92 0.28 -3.66
H1 3.61 6.40 5.18
H2 -2.74 -2.66 -6.10
H3 -1.70 2.84 -3.43
H4 2.65 -1.48 -3.19
H5 3.58 0.83 -2.76
H6 1.99 3.16 7.25
H7 -0.64 0.45 -0.78
H8 -1.21 4.38 -4.05
H9 1.18 2.45 8.80
H10 5.43 1.66 6.20
H11 -2.71 1.92 -0.03
H12 1.95 1.43 -1.01
H13 -6.06 -6.19 -1.21
H14 -0.11 1.41 -4.87
H15 -3.39 -5.81 1.77
H16 0.60 4.02 8.19
H17 -5.16 -4.86 -4.98
H18 -1.02 4.37 2.24
H19 -6.29 -4.95 -6.36
H20 -3.51 0.33 -6.09
H21 -4.59 5.07 -3.91
H22 5.34 1.87 4.58
H23 0.23 -3.75 0.29
H24 0.06 3.03 2.80
H25 0.65 -0.01 -4.06
H26 -0.90 2.25 7.54
H27 0.02 3.31 -3.25
H28 -5.14 -8.10 -3.14
H29 -5.22 -3.00 -2.47
H30 6.97 1.61 5.40
H31 -0.92 3.96 3.95
H32 -5.48 3.73 -2.15
H33 -4.59 -2.75 -0.82
H34 3.79 -0.04 3.43
H35 1.44 -4.83 1.08
H36 -3.58 3.70 -4.38
H37 1.15 -3.23 1.72
H38 -3.76 -2.11 -2.35
H39 1.52 7.04 -2.16
H40 2.80 6.13 -1.29
H41 2.76 3.30 0.24
H42 3.81 -4.67 2.71
H43 1.57 -4.24 -4.03
H44 -0.24 -0.79 4.81
H45 -0.10 -5.09 -3.82
H46 2.64 0.20 0.05
H47 -5.75 2.36 -3.31
H48 5.00 0.46 -3.81
H49 3.43 3.23 4.52
H50 5.50 -4.36 0.86
H51 -5.17 3.99 -4.98
H52 3.48 -1.21 2.06
H53 4.48 0.08 1.76
H54 -2.61 -0.43 -4.81
H55 -3.60 -7.53 -2.46
H56 3.50 2.32 1.43
H57 3.57 4.63 3.43
H58 -3.82 -1.77 -7.25
H59 -2.05 1.98 3.69
H60 -2.21 -4.62 1.15
H61 3.30 5.17 6.35
H62 4.40 -1.84 -3.47
H63 -4.53 -4.61 -6.57
H64 1.00 4.59 -0.45
H65 1.41 -1.35 4.43
H66 0.27 -1.06 -0.65
H67 4.08 2.43 -0.30
H68 3.39 -1.49 -4.81
H69 1.12 4.53 -2.26
H70 -5.63 -5.75 -2.91
H71 0.76 -1.46 6.07
H72 -4.72 -8.29 -1.39
H73 4.42 -5.18 -0.19
H74 4.86 -0.61 5.40
H75 4.58 -6.29 2.25
H76 -2.93 2.53 5.14
H77 -1.92 -0.34 -6.45
H78 -0.12 2.76 6.07
H79 -3.67 0.52 0.33
H80 -4.54 2.17 0.38
H81 0.96 0.29 -5.77
H82 -1.45 -0.80 0.01
H83 6.43 -0.66 5.95
H84 1.45 7.04 -0.43
H85 4.94 5.24 5.35
H86 3.00 -5.99 1.68